Here is a molecular structure, C26H33MoN2O5Sb2Se2 from the OMol25 dataset. Energies are from the ωB97M-V functional and the def2-TZVPD basis.

Computed properties:
HOMO-LUMO gap (alpha / beta), eV: 6.655 / 6.068
2S+1: 3
LUMO energy (alpha / beta), eV: -9.574 / -10.160
Energy, eV: -186313.6036
Total charge: +3
Energy above the lowest of the compared OMol25 structures with the same formula, charge and spin, kJ/mol: 1.9
E_HOMO (alpha / beta), eV: -16.229 / -16.228
Largest force on an atom, eV/Å: 0.4

Atoms and positions in Å:
Mo  0.003  0.456  1.360
O  -1.654  5.440  2.247
C  -1.174  4.226  2.382
O  -1.367  3.475  3.307
C  -0.327  3.843  1.177
O  0.441  2.666  1.455
C  1.599  2.998  2.281
C  2.369  1.723  2.549
O  3.536  1.697  2.769
O  1.568  0.639  2.525
H  -2.180  5.700  3.025
H  0.344  4.662  0.914
H  -0.971  3.651  0.322
H  1.256  3.416  3.230
H  2.215  3.721  1.750
Se  -1.711  0.668  3.545
Se  -2.316  -1.591  3.269
C  -0.570  -2.278  2.916
C  -0.274  -3.517  3.463
C  0.985  -4.061  3.270
C  1.931  -3.318  2.578
C  1.571  -2.087  2.077
N  0.326  -1.578  2.194
C  -2.723  1.291  2.029
C  -4.014  1.777  2.091
C  -4.595  2.224  0.912
C  -3.864  2.177  -0.272
C  -2.581  1.673  -0.246
N  -2.016  1.230  0.894
H  -1.012  -4.030  4.066
H  1.232  -5.027  3.689
H  2.944  -3.671  2.447
H  2.298  -1.463  1.582
H  -4.541  1.810  3.036
H  -5.607  2.610  0.915
H  -4.287  2.526  -1.204
H  -1.973  1.619  -1.140
C  3.356  2.101  -0.564
Sb  1.894  0.575  -0.759
C  3.085  -1.163  -0.968
C  1.149  0.931  -2.748
C  1.100  -0.345  -3.533
C  2.179  -0.683  -4.345
C  2.192  -1.870  -5.062
C  1.114  -2.739  -4.974
C  0.029  -2.405  -4.179
C  0.004  -1.214  -3.456
C  -1.220  -0.875  -2.658
Sb  -1.113  -1.396  -0.567
C  -3.160  -1.838  -0.193
C  -0.221  -3.310  -0.676
H  2.890  3.081  -0.642
H  4.030  1.963  -1.411
H  3.919  2.010  0.361
H  3.473  -1.171  -1.986
H  2.517  -2.075  -0.798
H  3.909  -1.097  -0.258
H  1.859  1.637  -3.179
H  0.188  1.439  -2.674
H  3.014  0.003  -4.437
H  3.034  -2.108  -5.698
H  1.108  -3.660  -5.539
H  -0.829  -3.068  -4.145
H  -2.068  -1.476  -2.991
H  -1.515  0.169  -2.761
H  -3.627  -2.044  -1.156
H  -3.675  -1.018  0.300
H  -3.217  -2.728  0.430
H  0.583  -3.290  -1.410
H  -0.994  -3.998  -1.018
H  0.153  -3.638  0.291

Want to see where the charge sits? The Löwdin charges in e are:
1. Mo 1.210
2. O 0.195
3. C -0.495
4. O 0.052
5. C -0.055
6. O -0.321
7. C -0.040
8. C -0.573
9. O 0.185
10. O -0.288
11. H 0.171
12. H 0.159
13. H 0.132
14. H 0.161
15. H 0.151
16. Se 0.866
17. Se 0.838
18. C -0.652
19. C -0.064
20. C 0.016
21. C 0.005
22. C -0.133
23. N -0.180
24. C -0.642
25. C -0.025
26. C 0.029
27. C 0.012
28. C -0.143
29. N -0.185
30. H 0.124
31. H 0.142
32. H 0.137
33. H 0.083
34. H 0.140
35. H 0.143
36. H 0.138
37. H 0.104
38. C -0.233
39. Sb 1.419
40. C -0.236
41. C -0.269
42. C -0.307
43. C -0.043
44. C -0.033
45. C -0.034
46. C -0.035
47. C -0.296
48. C -0.273
49. Sb 1.406
50. C -0.265
51. C -0.228
52. H 0.028
53. H 0.041
54. H 0.020
55. H 0.028
56. H 0.003
57. H 0.039
58. H 0.081
59. H 0.051
60. H 0.128
61. H 0.125
62. H 0.124
63. H 0.126
64. H 0.077
65. H 0.053
66. H 0.033
67. H -0.005
68. H 0.015
69. H 0.016
70. H 0.043
71. H 0.003